Run P
The following is a DFT calculation (ωB97M-V with the def2-TZVPD basis set) of 2 unconnected molecules or ions with the total composition C5H11BrN.

The geometry in ORCA input format:
```
! RIJCOSX wB97M-V def2-TZVPD def2/J DEFGRID3
* xyz 1 1
C -1.4924 -1.5431 -1.9262
C -0.6166 0.4462 -0.9596
C 1.3422 -0.6140 0.0622
C -0.7047 -0.2520 1.2856
C 0.6742 1.6275 0.6728
N 0.1922 0.2951 0.2444
Br 0.1483 1.3063 -2.3888
H -2.0506 -1.2572 -2.8012
H -1.9714 -2.2067 -1.2150
H 1.8660 -0.7274 1.0112
H 0.9909 -1.5876 -0.2765
H 2.0329 -0.2142 -0.6787
H -1.0046 -1.2614 1.0173
H -0.1963 -0.2686 2.2473
H -1.5946 0.3690 1.3617
H -0.1714 2.3024 0.7895
H 1.2003 1.5425 1.6208
H 1.3556 2.0433 -0.0667
*
```

Output
Orbital gap (alpha / beta) in eV: 8.123 / 7.912
Molecular weight in g mol⁻¹: 165.054

Run Q
The following is a DFT calculation (ωB97M-V with the def2-TZVPD basis set) of 2 unconnected molecules or ions with the total composition C5H11BrN.

The geometry in ORCA input format:
```
! RIJCOSX wB97M-V def2-TZVPD def2/J DEFGRID3
* xyz 1 1
C 1.3700 2.0563 2.5420
C 0.7282 1.1667 1.8073
C -1.5969 -0.0837 -0.7402
C 0.5354 -1.2174 -0.2235
C -0.5471 -1.0381 -1.1337
N -0.2215 -0.9708 -2.5060
Br 2.2078 -1.9502 -0.6229
H 0.9838 2.2905 3.4731
H 2.3146 2.5028 2.2655
H -0.0850 0.5309 2.2462
H -1.5028 1.0205 -0.7502
H -1.8331 -0.2822 0.2764
H -2.5123 -0.3933 -1.2510
H 0.2373 -1.1608 0.8706
H -1.0241 -2.1150 -0.8656
H -0.8055 -0.2510 -3.0688
H 0.6751 -1.1630 -2.9871
H 1.0759 1.0577 0.6681
*
```

Output
Orbital gap in eV: 7.004
Molecular weight in g mol⁻¹: 165.054

Which of them is most stable, and which least? Most stable: run Q; least stable: run P.

Run P
The following is a DFT calculation (ωB97M-V with the def2-TZVPD basis set) of 2 unconnected molecules or ions with the total composition C4H11N2O2.

The geometry in ORCA input format:
```
! RIJCOSX wB97M-V def2-TZVPD def2/J DEFGRID3
* xyz -1 1
C 2.4011 0.2629 -0.9470
C -1.6941 -1.7281 0.2349
C -1.7697 1.9620 0.4254
C 1.1555 -0.5270 -0.5105
N 0.0590 0.3430 -0.0528
N -0.5324 0.7604 -1.1425
O -2.0286 -1.4366 -1.0645
O -1.4106 1.7625 -0.9328
H 2.8339 -0.0665 -1.8962
H 2.2335 1.3238 -1.1591
H 3.2156 0.1396 -0.1451
H -0.8119 -2.3747 0.1989
H -2.4603 -2.2341 0.9629
H -1.4093 -0.6926 0.7640
H -1.9327 3.0098 0.6872
H -1.0635 1.6050 1.1754
H -2.6581 1.5140 0.7243
H 1.4942 -1.2030 0.1616
H 0.8406 -0.9664 -1.3723
*
```

Output
Orbital gap (alpha / beta) in eV: 6.125 / 6.124
Molecular weight in g mol⁻¹: 119.144

Run Q
The following is a DFT calculation (ωB97M-V with the def2-TZVPD basis set) of 2 unconnected molecules or ions with the total composition C4H11N2O2.

The geometry in ORCA input format:
```
! RIJCOSX wB97M-V def2-TZVPD def2/J DEFGRID3
* xyz -1 1
C -2.0582 -1.3937 -0.5279
C 0.0782 1.3374 2.1830
C 2.2311 0.6367 -1.7111
C -0.6895 -1.4401 0.1477
N 0.1807 -0.6387 -0.5159
N -0.0973 0.5205 -0.7537
O -0.9091 0.5212 1.8495
O 0.9397 1.1955 -1.4569
H -2.8574 -1.0078 0.1005
H -1.9055 -0.6925 -1.3825
H -2.2702 -2.4016 -0.8628
H 0.3999 1.3491 3.2746
H -0.2831 2.3638 1.9515
H 0.9830 1.1305 1.6183
H 2.8409 1.5051 -1.6251
H 2.1305 0.3202 -2.7329
H 2.3459 -0.1339 -1.0245
H -0.2688 -2.3599 0.4225
H -0.7908 -0.8119 1.0454
*
```

Output
Orbital gap in eV: 6.387
Molecular weight in g mol⁻¹: 119.144

Which of them is most stable, and which least? Most stable: run Q; least stable: run P.

Run P
The following is a DFT calculation (ωB97M-V with the def2-TZVPD basis set) of 2 unconnected molecules or ions with the total composition C6H7O3.

The geometry in ORCA input format:
```
! RIJCOSX wB97M-V def2-TZVPD def2/J DEFGRID3
* xyz -1 1
C 1.4869 2.0221 -0.7936
C -0.5715 -1.7217 1.1984
C -0.5207 -0.2956 1.7708
C -1.0685 0.1986 -0.9182
C 0.4345 0.0686 -0.7248
C -0.4925 -0.5461 0.2701
O 2.3485 1.7478 -1.5491
O 1.0610 2.9489 -0.1035
O 1.0909 -0.7087 -1.7392
H 0.1863 -2.3550 1.3289
H -1.4070 -2.3001 1.3107
H -1.3388 0.1863 2.2291
H 0.4062 0.2166 2.2926
H -1.6592 1.1708 -0.6893
H -1.5880 -0.4492 -1.5636
H 1.6321 -0.1832 -2.3194
*
```

Output
Orbital gap in eV: 6.927
Molecular weight in g mol⁻¹: 127.119

Run Q
The following is a DFT calculation (ωB97M-V with the def2-TZVPD basis set) of a gas-phase ion, C6H7O3 (charge -1).

The geometry in ORCA input format:
```
! RIJCOSX wB97M-V def2-TZVPD def2/J DEFGRID3
* xyz -1 1
C -1.8325 1.1989 0.2175
C -0.7556 0.5466 -0.2344
C 0.4239 0.2698 0.6057
O 0.1418 0.2104 1.9642
C 1.1253 -0.9960 0.2096
C 1.1740 -1.3635 -1.0754
C 1.4651 1.4958 0.4050
O 1.9689 1.7294 -0.6860
O 1.7822 1.9511 1.5269
H -2.5907 1.5029 -0.4677
H -1.9003 1.3635 1.2359
H -0.6899 0.4172 -1.3143
H 0.8471 0.7992 2.2674
H 1.1270 -1.6565 1.0697
H 1.5586 -2.2254 -1.5428
H 0.7479 -0.6315 -1.7004
*
```

Output
Orbital gap in eV: 8.390
SMILES: C=CC(O)(C=C)C(=O)[O-]
Molecular weight in g mol⁻¹: 127.119

Which of them is most stable, and which least? Most stable: run Q; least stable: run P.